Computed, not measured: C20H22BN10OPt as an isolated structure, with ωB97M-V/def2-TZVPD.

Geometry (Å):
Pt1 -0.2934 -0.6185 0.4186
C1 -0.2002 -3.0282 -3.1043
C2 -0.6844 -2.6958 -1.8384
N1 -0.1887 -1.5271 -1.4536
N2 0.6287 -1.0893 -2.4304
C3 0.6285 -1.9797 -3.4401
B1 1.4419 0.2396 -2.3898
N3 0.5531 1.4509 -2.7186
C4 0.8015 2.5354 -3.4892
C5 -0.2140 3.4395 -3.2952
C6 -1.0583 2.8121 -2.3686
N4 -0.5950 1.6218 -2.0228
N5 2.1046 0.4258 -0.9856
C7 3.2388 1.1072 -0.7450
C8 3.4786 1.1257 0.6110
C9 2.4024 0.4373 1.1667
N6 1.5897 0.0276 0.2015
N7 2.5857 0.0614 -3.3952
C10 3.6806 -0.7185 -3.1957
C11 4.3274 -0.8624 -4.3951
C12 3.5311 -0.1355 -5.2998
N8 2.4849 0.4031 -4.7016
H1 -0.4174 -3.9046 -3.6877
H2 -1.3426 -3.2378 -1.1788
H3 1.2027 -1.7985 -4.3331
H4 1.6672 2.5717 -4.1239
H5 -0.3282 4.4022 -3.7614
H6 -1.9821 3.1708 -1.9389
H7 3.8093 1.5159 -1.5611
H8 4.3112 1.5726 1.1232
H9 2.1441 0.2309 2.1912
H10 3.9062 -1.1240 -2.2238
H11 5.2338 -1.4081 -4.5900
H12 3.6773 0.0173 -6.3574
N9 -0.2711 0.1186 2.2244
C13 -1.3812 0.7279 2.7315
C14 -1.7320 0.5037 4.0778
C15 -2.8453 1.1076 4.6322
C16 -3.6148 1.9952 3.8869
C17 -3.2579 2.2634 2.5695
C18 -2.1728 1.6293 1.9918
H13 -1.1145 -0.1691 4.6586
H14 -3.1079 0.9002 5.6623
H15 -4.4727 2.4822 4.3315
H16 -3.8341 2.9734 1.9878
H17 -1.8890 1.8450 0.9676
C19 -4.5550 -1.3211 0.1596
C20 -3.1810 -0.7535 -0.0340
N10 -3.0242 0.2452 -0.8833
O1 -2.2374 -1.2590 0.6143
H18 -5.3066 -0.5334 0.1590
H19 -4.5874 -1.8607 1.1014
H20 -4.7764 -2.0128 -0.6546
H21 -3.8153 0.5998 -1.3911
H22 -2.0924 0.6593 -1.0574

Properties
2S+1: 2
Orbital gap (spin up / spin down), Ha: 0.2815 / 0.2729
E, eV: -41970.9650

natural (NBO) atomic charge list, values in e, 4 entries: Pt 0.842; C -0.341; C -0.023; N -0.318

=====

Computed, not measured: C26H25F4IrN3O5 as an isolated structure, with ωB97M-V/def2-TZVPD.

Geometry (Å):
Ir1 -3.4348 -1.4831 -0.9115
F1 2.5959 -1.8655 2.1278
C1 2.1836 -0.9557 1.2292
C2 0.9889 -1.1548 0.6107
C3 0.5478 -0.2579 -0.3726
C4 -0.7303 -0.4436 -1.0154
O1 -1.4224 -1.4745 -0.6935
C5 -1.1184 0.5057 -1.9681
C6 -0.2674 1.5533 -2.2440
N1 0.9224 1.7278 -1.6712
C7 1.7299 2.8828 -2.0379
C8 3.0182 2.6546 -2.7735
C9 1.8403 3.2504 -3.4834
C10 1.3586 0.8366 -0.6971
C11 2.5671 1.0412 -0.0214
C12 3.0097 0.1559 0.9472
N2 4.2219 0.3872 1.6120
C13 4.5720 -0.2921 2.8588
C14 5.7816 0.4167 3.4799
N3 5.7488 1.8636 3.0803
C15 6.0149 2.0229 1.6001
C16 5.3957 0.8254 0.8746
C17 -2.3592 0.4509 -2.8117
O2 -2.5756 1.3121 -3.6209
O3 -3.2431 -0.5232 -2.5976
H1 0.3921 -2.0196 0.8643
H2 -0.5646 2.2804 -2.9873
H3 1.6748 3.6807 -1.3082
H4 3.2699 1.6317 -3.0206
H5 3.8563 3.2937 -2.5327
H6 1.3374 2.6270 -4.2094
H7 1.8503 4.3037 -3.7203
H8 3.1501 1.9208 -0.2490
H9 4.8332 -1.3443 2.7245
H10 3.7243 -0.2434 3.5401
H11 6.7305 0.0223 3.1220
H12 5.7669 0.3505 4.5649
H13 6.4242 2.4048 3.6211
H14 4.8229 2.2394 3.2914
H15 7.0929 2.0764 1.4612
H16 5.5676 2.9679 1.2992
H17 6.1217 0.0091 0.7936
H18 5.1363 1.1116 -0.1403
F2 -3.9685 -1.2883 3.6596
C18 -4.1334 -0.1987 2.9115
F3 -5.4168 0.1592 2.9462
F4 -3.3933 0.7836 3.4078
C19 -3.7334 -0.4862 1.4523
O4 -3.0395 0.2770 0.7914
O5 -4.2036 -1.5887 0.9499
C20 -3.6891 -3.1834 -2.0270
C21 -5.0235 -3.0172 -1.4919
C22 -5.6898 -1.8163 -1.8525
C23 -6.8604 -1.4345 -1.1658
C24 -7.3458 -2.2262 -0.1597
C25 -6.6937 -3.4293 0.1903
C26 -5.5484 -3.8160 -0.4439
H19 -3.5370 -2.9242 -3.0701
H20 -3.0986 -4.0263 -1.6824
H21 -5.3846 -1.2821 -2.7434
H22 -7.3816 -0.5354 -1.4637
H23 -8.2505 -1.9446 0.3620
H24 -7.1077 -4.0458 0.9769
H25 -5.0343 -4.7259 -0.1630

Properties
Total charge: +2
2S+1: 2
Orbital gap (spin up / spin down), Ha: 0.2983 / 0.2604
E, eV: -55769.2735

Löwdin atomic charge list, values in e, 4 entries: Ir 1.613; F 0.087; C -0.177; C 0.107

=====

Computed, not measured: an isolated ion of composition CH3IO2P and charge -1 at a distorted geometry, with ωB97M-V/def2-TZVPD.

Geometry (Å):
C1 0.2537 -0.7142 0.6862
P1 0.0541 0.5371 -0.6538
O1 0.3046 -0.0865 -1.9560
O2 0.8821 2.2479 -0.3892
I1 -2.3970 0.9242 -0.4411
H1 0.2289 -1.6702 0.1652
H2 1.2186 -0.5793 1.1691
H3 -0.5450 -0.6590 1.4196

Properties
Total charge: -1
Orbital gap, Ha: 0.2745
SMILES: C[P@](=O)([O-])I
E, eV: -22572.0948

natural (NBO) atomic charge list, values in e, 4 entries: C -1.011; P 1.861; O -1.126; O -1.073

=====

Computed, not measured: a 5-piece molecular cluster, C25H27F32NO9P2 overall at a distorted geometry, with ωB97M-V/def2-TZVPD.

Geometry (Å):
C1 5.7075 1.6332 2.8355
C2 7.1426 1.1743 3.0564
C3 8.0285 2.2835 3.6025
N1 7.5363 -0.0343 2.8803
C4 8.2552 -0.3738 1.6791
O1 8.6473 -1.8035 1.7830
C5 8.5018 -2.2675 3.0639
O2 7.7299 -3.0506 3.3386
P1 7.2873 -0.2900 0.0804
O3 7.9758 0.4981 -0.9576
P2 9.8797 0.5924 1.4255
O4 10.7564 0.2582 2.7985
O5 10.6877 -0.1256 0.1905
H1 5.2096 1.4532 3.8015
H2 5.6432 2.7047 2.6713
H3 5.1769 1.0325 2.1130
H4 8.5028 1.9582 4.5288
H5 7.4232 3.1505 3.8736
H6 8.7563 2.6251 2.8661
H7 9.1917 -1.9184 3.8419
H8 5.9723 0.2000 0.2458
H9 7.1786 -1.6065 -0.4405
H10 10.1732 0.0648 3.5428
H11 11.3920 0.4961 -0.0170
F1 0.6030 2.1640 0.4320
C6 0.1240 1.7633 -0.7634
F2 -1.1631 2.1782 -0.8401
C7 0.1800 0.2430 -0.9123
F3 -0.6198 -0.3550 0.0012
F4 -0.3381 -0.0608 -2.1331
C8 1.5786 -0.3949 -0.8537
O6 1.9745 -0.9524 0.3934
C9 2.5440 -0.1250 1.3411
F5 2.8115 1.0808 0.8054
F6 3.7402 -0.6779 1.6609
C10 1.7028 -0.0305 2.6114
F7 0.4723 0.4509 2.3426
F8 2.2812 0.8212 3.4955
H12 0.6914 2.2559 -1.5582
H13 1.5401 -1.2516 -1.5254
H14 2.3463 0.2567 -1.2702
H15 1.5958 -1.0060 3.0801
F9 3.5096 -5.2749 3.5510
C11 2.9238 -4.0652 3.5095
F10 2.7098 -3.6746 4.7915
C12 1.5907 -4.1106 2.7612
F11 0.7069 -4.8975 3.4023
F12 1.0689 -2.8422 2.7899
C13 1.6574 -4.5246 1.2807
O7 1.3550 -5.8769 0.9801
C14 2.3650 -6.8175 1.0688
F13 3.5566 -6.2231 1.2526
F14 2.4223 -7.4363 -0.1293
C15 2.0703 -7.8672 2.1401
F15 1.9340 -7.2906 3.3510
F16 3.0955 -8.7446 2.2179
H16 3.6118 -3.3512 3.0444
H17 0.8692 -3.9608 0.7822
H18 2.5826 -4.1994 0.8048
H19 1.1517 -8.4098 1.9070
F17 -6.8152 0.6483 -0.8490
C16 -5.7934 1.4034 -1.2956
F18 -6.2559 2.1116 -2.3605
C17 -4.5982 0.5530 -1.7242
F19 -4.9264 -0.2324 -2.7727
F20 -3.6404 1.4109 -2.1730
C18 -3.9439 -0.3100 -0.6302
O8 -4.3240 -1.6785 -0.5831
C19 -5.4623 -2.0280 0.1164
F21 -5.9318 -0.9818 0.8200
F22 -5.0910 -2.9639 1.0164
C20 -6.5273 -2.6355 -0.7967
F23 -6.8873 -1.7653 -1.7607
F24 -7.6348 -2.9306 -0.0787
H20 -5.5110 2.1125 -0.5119
H21 -2.8841 -0.3402 -0.8714
H22 -3.9946 0.1594 0.3522
H23 -6.1554 -3.5461 -1.2710
F25 -10.2201 6.4806 -4.2062
C21 -10.6629 5.8692 -5.3241
F26 -11.9497 5.5073 -5.1011
C22 -9.8316 4.6308 -5.6582
F27 -9.9520 3.7022 -4.6867
F28 -10.3693 4.0824 -6.7848
C23 -8.3397 4.8687 -5.9500
O9 -7.4327 4.6352 -4.8845
C24 -7.2017 5.6510 -3.9786
F29 -7.7655 6.8004 -4.3950
F30 -5.8674 5.8586 -3.9605
C25 -7.6486 5.2658 -2.5694
F31 -8.9655 4.9798 -2.5413
F32 -7.4418 6.2965 -1.7145
H24 -10.6478 6.5854 -6.1509
H25 -8.0643 4.1265 -6.6979
H26 -8.1635 5.8320 -6.4285
H27 -7.1001 4.3932 -2.2114

Properties
Orbital gap, Ha: 0.2686
SMILES: CC(C)=N[C@@](OC=O)([PH2]=O)P(O)O.FC(F)C(F)(F)COC(F)(F)C(F)F.FC(F)C(F)(F)COC(F)(F)C(F)F.FC(F)C(F)(F)COC(F)(F)C(F)F.FC(F)C(F)(F)COC(F)(F)C(F)F
E, eV: -151814.6989

Löwdin atomic charge list, values in e, 4 entries: C -0.009; C -0.337; C -0.037; N 0.051

=====

Computed, not measured: C10H24N3OPS2Si2 as an isolated structure at a distorted geometry, with ωB97M-V/def2-TZVPD.

Geometry (Å):
C1 3.3452 -2.4258 1.1809
C2 3.0120 -2.4954 -0.4158
C3 2.0034 -1.3548 -0.9966
C4 1.6358 -0.1255 0.0117
Si1 -0.0973 -0.4687 0.8404
S1 -1.7185 -0.2107 -0.6239
O1 -0.1134 -2.0416 1.6241
Si2 -1.2785 -3.1404 0.9018
P1 -0.4809 1.0844 2.3897
S2 0.7252 2.5757 2.0146
H1 3.6215 -3.5262 1.5371
H2 2.4848 -2.0290 1.8658
H3 4.3597 -1.8067 1.2908
H4 2.4841 -3.5483 -0.6075
H5 4.0219 -2.5410 -1.0459
H6 0.9890 -1.8893 -1.2913
H7 2.4842 -0.9341 -2.0006
H8 2.4698 0.1838 0.7700
H9 1.4545 0.8327 -0.6771
H10 -1.6537 -1.2089 -1.6094
H11 -0.8699 -4.5096 1.3068
H12 -1.2773 -3.1352 -0.5750
H13 -2.6382 -2.9529 1.4448
H14 -0.2937 0.5527 3.7174
H15 -1.8722 1.5150 2.2932
C5 0.7486 -0.4682 -4.5492
C6 -0.0732 -1.6888 -4.1682
N1 -0.7550 -2.7013 -3.8522
H16 1.7908 -0.6127 -4.2516
H17 0.7054 -0.3124 -5.6306
H18 0.3543 0.4188 -4.0457
C7 -2.0451 3.3924 -2.9213
C8 -0.8791 2.7840 -3.6833
N2 0.0882 2.2792 -4.3154
H19 -2.5941 4.0821 -3.5683
H20 -2.7232 2.6033 -2.5853
H21 -1.6759 3.9397 -2.0496
C9 -2.5785 3.2523 5.9040
C10 -2.7067 3.4290 4.3997
N3 -2.8132 3.5755 3.1519
H22 -2.4448 2.1942 6.1451
H23 -1.7155 3.8134 6.2730
H24 -3.4807 3.6194 6.4008

Properties
Orbital gap, Ha: 0.3181
E, eV: -63989.1641

natural (NBO) atomic charge list, values in e, 4 entries: C -0.644; C -0.416; C -0.419; C -0.936

=====

Computed, not measured: a 2-piece molecular cluster, C4H10O3 overall at a distorted geometry, with ωB97M-V/def2-TZVPD.

Geometry (Å):
C1 0.2276 -0.4825 0.1809
C2 0.4280 0.2666 1.4049
C3 1.0842 -0.4445 2.5782
O1 1.3543 0.4093 3.6144
C4 -0.7461 0.2748 -0.7044
O2 -0.8347 -0.4060 -2.0358
H1 0.0692 -1.5462 0.3753
H2 1.1637 -0.5674 -0.3875
H3 1.1924 1.0559 1.2546
H4 -0.5771 0.7253 1.6264
H5 0.4482 -1.2668 2.9970
H6 2.0792 -0.8996 2.2969
H7 -1.6922 0.2224 -0.2645
H8 -0.5918 1.4532 -0.8729
H9 -1.0233 -0.0129 -3.0276
H10 -1.4048 0.2799 -4.8186
O3 -1.1769 0.9384 -4.2172

Properties
Total charge: -2
Orbital gap, Ha: 0.2429
E, eV: -10448.5478

natural (NBO) atomic charge list, values in e, 4 entries: C -0.434; C -0.429; C -0.026; O -1.014

=====

Computed, not measured: a 10-piece molecular cluster, H20N2O11 overall at a distorted geometry, with ωB97M-V/def2-TZVPD.

Geometry (Å):
N1 0.1358 2.0121 2.2121
H1 0.4537 2.6021 2.9163
H2 0.3732 0.9960 2.3983
H3 0.6625 2.3303 1.3547
H4 -0.8600 2.0123 2.3567
N2 0.1848 -0.1119 -0.4709
O1 -0.9624 0.2780 -0.5298
O2 1.1528 0.5261 -1.1112
O3 0.5498 -0.7484 0.6024
O4 3.7465 0.3377 0.0739
H5 3.5705 0.1930 0.8417
H6 2.7941 0.4590 -0.1314
O5 -2.9938 2.1926 0.4009
H7 -2.2226 1.7481 0.0274
H8 -3.5334 1.6367 1.0448
O6 -2.9768 0.6892 -2.2822
H9 -2.8351 1.0574 -3.3169
H10 -2.1944 0.5257 -1.7524
O7 0.4862 -3.9604 -0.9682
H11 0.1995 -3.0893 -1.1433
H12 -0.1003 -4.1183 -0.2910
O8 1.3011 -1.1591 -3.6525
H13 1.8878 -0.3015 -3.5248
H14 1.6004 -1.5994 -4.5088
O9 0.5227 3.3793 -1.1304
H15 1.2094 3.5615 -0.2939
H16 0.6810 2.3618 -1.2573
O10 0.1569 -3.6409 1.8075
H17 1.0045 -3.9948 1.6243
H18 0.6072 -2.8731 2.3001
O11 -1.8407 -0.7819 2.2342
H19 -1.2552 -1.3302 2.8253
H20 -1.5057 -1.1894 1.3444

Properties
Orbital gap, Ha: 0.3209
E, eV: -25819.2131

natural (NBO) atomic charge list, values in e, 4 entries: N -0.876; H 0.422; H 0.477; H 0.470

=====

Computed, not measured: one molecule with the formula C3H3IN2O at a distorted geometry, with ωB97M-V/def2-TZVPD.

Geometry (Å):
C1 1.7547 2.5407 -0.1884
C2 0.1928 0.8340 0.9816
C3 -0.6458 -0.2951 0.4503
N1 2.4538 3.4471 -0.2478
N2 0.8232 1.6360 -0.4119
O1 0.4936 1.2583 2.0204
I1 -2.5285 0.6884 -0.0711
H1 -1.0406 -0.8957 1.2592
H2 -0.4602 -0.5875 -0.5513
H3 0.9156 0.9140 -1.0826

Properties
2S+1: 3
Orbital gap (spin up / spin down), Ha: 0.2597 / 0.1953
E, eV: -16282.4931

natural (NBO) atomic charge list, values in e, 4 entries: C 0.405; C 0.684; C -0.775; N -0.354

=====

Computed, not measured: one molecule with the formula C7H12O at a distorted geometry, with ωB97M-V/def2-TZVPD.

Geometry (Å):
C1 -1.2378 0.7814 0.8790
C2 -0.2125 0.7616 -0.0140
C3 -0.4668 1.4167 -1.3237
C4 0.4991 2.4903 -1.7143
C5 1.0734 0.1221 0.2434
C6 0.9811 -1.4404 0.2511
C7 0.0869 -2.0315 1.2262
O1 -0.8513 -2.6605 0.7934
H1 -1.2629 0.5492 2.0344
H2 -2.2201 1.3174 0.6501
H3 -0.6181 0.6734 -2.0407
H4 -1.4596 1.9981 -1.1769
H5 1.6220 2.2905 -1.8216
H6 0.2364 3.3439 -1.0848
H7 0.1212 2.8027 -2.7589
H8 1.7576 0.7113 -0.5567
H9 1.5244 0.3589 1.2624
H10 1.9846 -1.9710 0.3260
H11 0.6444 -1.7329 -0.7944
H12 0.1403 -1.6587 2.3279

Properties
Orbital gap, Ha: 0.3742
SMILES: C=C(CC)CCC=O
E, eV: -9498.4412

natural (NBO) atomic charge list, values in e, 4 entries: C -0.399; C -0.011; C -0.430; C -0.618

=====

Computed, not measured: C29H32CrN2OPS as an isolated structure, with ωB97M-V/def2-TZVPD.

Geometry (Å):
Cr1 0.7581 0.9323 -0.9017
C1 -1.0699 3.0246 1.3022
C2 -2.2286 2.1642 1.7318
C3 -3.3096 2.7495 2.3828
C4 -4.3861 1.9936 2.8208
C5 -4.3953 0.6233 2.6177
C6 -3.3295 0.0220 1.9673
C7 -2.2501 0.7779 1.5144
P1 -0.8006 -0.0126 0.7437
C8 -1.4457 -1.5860 0.0672
C9 -2.5791 -1.4245 -0.7395
C10 -3.1294 -2.4816 -1.4403
C11 -2.5419 -3.7353 -1.3443
C12 -1.4085 -3.8983 -0.5677
C13 -0.8260 -2.8416 0.1369
C14 0.4430 -3.1247 0.8995
C15 0.3183 -0.2995 2.1328
C16 -0.0965 -0.9177 3.3127
C17 0.8216 -1.2063 4.3036
C18 2.1587 -0.8705 4.1088
C19 2.5589 -0.2172 2.9562
C20 1.6455 0.1068 1.9469
C21 2.0601 0.8943 0.7306
H1 -1.2231 4.0543 1.6228
H2 -0.9623 3.0179 0.2127
H3 -0.1279 2.6744 1.7305
H4 -3.3015 3.8190 2.5553
H5 -5.2135 2.4751 3.3254
H6 -5.2254 0.0226 2.9650
H7 -3.3425 -1.0488 1.8086
H8 -3.0441 -0.4473 -0.8144
H9 -4.0090 -2.3292 -2.0515
H10 -2.9602 -4.5792 -1.8771
H11 -0.9449 -4.8760 -0.5036
H12 0.8648 -4.0745 0.5707
H13 0.2664 -3.1945 1.9733
H14 1.1921 -2.3472 0.7554
H15 -1.1388 -1.1878 3.4433
H16 0.5064 -1.6951 5.2159
H17 2.8888 -1.1047 4.8733
H18 3.5977 0.0675 2.8349
H19 3.0949 0.6373 0.4693
H20 2.0936 1.9564 1.0279
C22 2.8861 -2.5798 -2.7344
C23 1.4284 -3.0211 -2.8522
C24 0.6992 -1.6937 -2.8089
O1 1.4793 -0.8787 -1.8961
C25 2.7976 -1.4533 -1.7188
H21 3.2435 -2.2009 -3.6936
H22 3.5563 -3.3730 -2.4093
H23 1.1416 -3.6292 -1.9926
H24 1.2142 -3.5827 -3.7596
H25 -0.3177 -1.7531 -2.4229
H26 0.6920 -1.2043 -3.7863
H27 2.8723 -1.8166 -0.6924
H28 3.5377 -0.6673 -1.8661
S1 -0.7053 1.8173 -2.8500
C26 0.4374 3.0130 -2.6531
N1 0.4438 4.1823 -3.3583
C27 1.3705 5.1478 -3.1720
C28 2.3485 4.9718 -2.2442
C29 2.3263 3.7638 -1.5252
N2 1.4213 2.8340 -1.7237
H29 -0.2943 4.3056 -4.0396
H30 1.2741 6.0302 -3.7884
H31 3.1013 5.7231 -2.0701
H32 3.0667 3.5520 -0.7617

Properties
Total charge: +1
2S+1: 5
Orbital gap (spin up / spin down), Ha: 0.2299 / 0.2462
E, eV: -84160.9582

natural (NBO) atomic charge list, values in e, 4 entries: Cr 1.092; C -0.628; C 0.007; C -0.199

=====

Computed, not measured: one molecule with the formula C2H4ClN2P at a distorted geometry, with ωB97M-V/def2-TZVPD.

Geometry (Å):
Cl1 4.5454 -1.6705 -1.6100
P1 3.6192 -0.0001 -0.9549
N1 2.1390 -0.4825 -1.0824
N2 0.9374 0.0393 -0.9822
C1 -0.1520 -0.6507 -0.3498
C2 0.2804 0.6943 0.1210
H1 0.0822 -1.5126 0.2653
H2 -1.0527 -0.7387 -0.9412
H3 -0.3184 1.5550 -0.1433
H4 0.8098 0.7721 1.0639

Properties
Orbital gap, Ha: 0.3211
SMILES: Cl/P=N/N1CC1
E, eV: -26928.0462

natural (NBO) atomic charge list, values in e, 4 entries: Cl -0.312; P 0.875; N -0.662; N -0.211

=====

Computed, not measured: a 2-piece molecular cluster, C4H14N2O overall at a distorted geometry, with ωB97M-V/def2-TZVPD.

Geometry (Å):
C1 1.2738 -1.4184 0.6985
C2 0.6614 -0.0440 0.3960
N1 0.4586 0.8600 1.5409
C3 -0.6529 -0.0448 -0.4198
C4 -0.7034 -0.8685 -1.7374
N2 -1.0169 -2.2628 -1.4429
H1 1.3305 -1.9986 -0.2483
H2 0.7982 -1.9038 1.5520
H3 2.3411 -1.2331 0.9243
H4 1.3503 0.3611 -0.3538
H5 -0.4640 0.5566 1.8565
H6 0.9888 0.6395 2.3967
H7 -1.1959 -0.7010 0.2879
H8 -1.0416 0.9739 -0.4325
H9 0.3614 -0.8328 -2.0791
H10 -1.4815 -0.5166 -2.3959
H11 -0.5722 -2.9228 -0.8307
H12 -1.8681 -2.7280 -1.7094
O1 -0.0832 3.4711 0.6523
H13 0.8406 3.7382 0.5644
H14 -0.0083 2.6455 1.1780

Properties
Orbital gap, Ha: 0.3564
SMILES: C[C@H](N)CCN.O
E, eV: -9401.7483

natural (NBO) atomic charge list, values in e, 4 entries: C -0.635; C -0.042; N -0.846; C -0.431